No. 1
Density functional theory data (ωB97M-V with the def2-TZVPD basis set) for a molecular structure, C14H42F2O7S7Zr at a distorted geometry.

Atoms and positions in Å:
Zr 0.7099 -0.4038 0.1398
F 3.6816 -1.4121 2.1987
F -2.1017 -1.6801 -2.0260
C -6.0488 -1.9562 2.5290
S -4.6996 -1.4057 3.6025
O -3.6501 -0.6862 2.7705
C -5.6509 -0.1595 4.6453
H -6.9251 -2.2883 3.0857
H -5.7544 -2.7378 1.8287
H -6.4262 -1.1190 1.9417
H -4.9667 0.2993 5.3591
H -6.5268 -0.5384 5.1720
H -5.9744 0.6448 3.9846
C -0.5781 0.9726 -7.4061
S 1.0614 1.4077 -6.6176
O 0.9460 0.7310 -5.2646
C 2.0326 0.3162 -7.7760
H -1.4105 1.4028 -6.8492
H -0.7239 -0.1058 -7.3431
H -0.5179 1.2198 -8.4660
H 1.7635 -0.7368 -7.6924
H 3.0864 0.4689 -7.5430
H 1.8119 0.6914 -8.7753
C 1.7969 -6.2646 -4.1985
S 3.2655 -5.3113 -3.5526
O 2.6187 -4.2884 -2.5662
C 4.0306 -6.6673 -2.5751
H 2.3030 -6.9143 -4.9126
H 1.1290 -5.6441 -4.7960
H 1.2755 -6.9187 -3.4996
H 4.1825 -7.5189 -3.2384
H 3.4547 -7.1499 -1.7854
H 4.9112 -6.3051 -2.0447
C 5.3543 6.1893 -0.5256
S 5.6077 4.3657 -0.7284
O 4.2691 3.5251 -0.7921
C 6.0732 4.3746 -2.4909
H 6.3349 6.6547 -0.6247
H 4.8777 6.3990 0.4320
H 4.6278 6.6104 -1.2205
H 6.2711 3.3616 -2.8413
H 7.0413 4.8176 -2.7245
H 5.3720 4.9587 -3.0869
C -3.1672 6.2997 -0.1029
S -3.2016 4.7148 -1.1303
O -2.2080 3.7224 -0.4767
C -4.9291 4.1258 -0.7379
H -2.1490 6.6643 0.0332
H -3.5521 6.0764 0.8922
H -3.7681 7.1190 -0.4976
H -5.6733 4.8156 -1.1359
H -5.1091 4.1984 0.3347
H -5.0296 3.0926 -1.0704
C 2.8974 3.8541 6.4365
S 1.4323 4.1185 5.3664
O 1.2912 2.7782 4.5996
C 0.2272 4.0747 6.8004
H 2.7874 4.3359 7.4080
H 3.8143 4.0401 5.8771
H 2.8348 2.7786 6.6022
H 0.3675 4.9875 7.3793
H 0.3910 3.1765 7.3958
H -0.7863 4.1018 6.4000
C -2.2468 -7.4836 1.4982
S -0.6482 -6.7078 1.9720
O -0.6828 -5.1945 1.8362
C -0.7401 -6.9266 3.7811
H -2.5025 -7.2680 0.4608
H -3.0758 -7.1523 2.1236
H -2.2485 -8.5550 1.6988
H -1.5115 -6.3626 4.3055
H 0.1927 -6.6398 4.2666
H -0.9405 -7.9835 3.9571

Atomic forces in eV per Å
Zr 0.139 -0.947 0.026
F -1.298 0.469 -0.895
F 1.074 0.538 0.852
C -0.611 0.501 -0.482
S 0.184 0.626 0.090
O -1.457 -0.533 0.872
C 0.486 0.342 -0.769
H 0.351 -0.202 0.479
H 0.398 0.042 0.301
H 0.336 0.249 -0.076
H 0.182 -0.376 -0.046
H 0.243 -0.545 -0.187
H -0.007 -0.102 -0.240
C 0.585 -0.108 0.086
S -1.470 -2.324 0.076
O 0.615 0.732 -0.945
C -0.013 0.767 0.535
H 0.298 0.478 -0.224
H 0.448 -0.089 0.208
H -0.293 0.417 0.147
H -0.195 0.180 0.249
H -0.072 -0.063 -0.056
H 0.104 -0.002 0.005
C 1.349 -0.359 -0.855
S -2.968 0.558 2.649
O 1.547 -1.554 -1.591
C -0.216 -0.353 0.240
H -0.115 -0.258 -0.207
H 0.151 0.313 0.457
H 0.184 0.546 0.421
H 0.696 0.366 -0.394
H -0.912 0.756 0.006
H 0.244 0.072 -0.663
C -0.880 -0.466 0.001
S -2.347 -1.302 -1.244
O 2.488 2.220 0.497
C 1.014 0.379 -0.299
H -0.070 -0.076 0.097
H 0.537 -0.333 0.316
H 0.264 -0.321 -0.551
H -0.871 -0.171 0.251
H 0.210 0.492 0.764
H -0.414 -0.492 0.175
C -0.216 -0.626 0.323
S 0.731 -0.615 1.484
O -1.734 1.633 -0.829
C 0.567 0.695 0.668
H 0.102 -0.400 -0.421
H -0.022 -0.272 -0.022
H -0.084 -0.347 -0.498
H 0.226 -0.142 -0.671
H 0.457 -0.297 0.174
H 0.060 0.265 -0.198
C -0.436 -0.705 -0.379
S -0.419 -2.323 0.422
O 0.054 2.236 1.076
C 0.186 0.259 -0.900
H 0.239 0.395 -0.336
H -0.140 0.359 0.236
H 0.069 -0.089 0.037
H 0.196 -0.069 0.027
H 0.099 0.057 -0.131
H 0.133 -0.166 -0.124
C -0.504 0.214 0.465
S -0.597 1.570 1.137
O -0.244 -1.452 -0.510
C 0.012 -0.792 0.243
H 0.392 -0.030 0.034
H 0.184 0.638 0.107
H 0.683 -0.095 -0.319
H -0.310 0.262 -0.744
H 0.205 -0.128 -0.495
H 0.198 -0.102 0.066

Values from the calculation:
- Net charge: +2
- Gap between HOMO and LUMO: 0.0586 hartree

No. 2
Density functional theory data (ωB97M-V with the def2-TZVPD basis set) for a molecular structure, C14H42HfNO10S7 at a distorted geometry.

Atoms and positions in Å:
Hf -2.2887 0.8131 -1.8520
N 0.4317 0.0254 0.2428
O -0.7251 0.1661 -0.3126
O 0.8863 0.9789 0.8430
O 1.0069 -1.0391 0.1063
C -2.7356 -3.0844 -4.1729
S -1.2945 -2.1709 -3.6503
O -1.8577 -1.2225 -2.5696
C -0.5376 -3.4669 -2.7299
H -2.4005 -3.9756 -4.7045
H -3.3637 -2.4959 -4.8362
H -3.2586 -3.3687 -3.2608
H -0.2449 -4.2771 -3.4004
H -1.2767 -3.8879 -2.0428
H 0.3174 -3.1676 -2.1260
C -4.3203 3.6798 1.0592
S -3.4140 2.1812 1.3990
O -2.7006 1.8337 0.0719
C -2.1506 2.8022 2.4454
H -4.8491 3.9950 1.9590
H -5.0093 3.4799 0.2432
H -3.5990 4.4586 0.8096
H -1.4824 1.9705 2.6781
H -2.6574 3.0542 3.3813
H -1.5656 3.6241 2.0422
C -2.6105 -1.9175 1.7178
S -3.9071 -1.4157 0.5866
O -3.1122 -0.6670 -0.4977
C -4.3172 -3.0251 -0.0289
H -3.0348 -2.5908 2.4589
H -2.2378 -1.0084 2.1853
H -1.8115 -2.3738 1.1340
H -3.4558 -3.4277 -0.5692
H -5.1974 -3.0259 -0.6636
H -4.4284 -3.6807 0.8353
C 3.4016 0.3604 3.1695
S 4.2999 0.5676 4.7267
O 4.9095 -0.6936 5.1179
C 5.5934 1.5917 4.0216
H 2.5322 -0.2865 3.2784
H 4.0279 -0.0941 2.3945
H 3.0876 1.3333 2.7893
H 5.2083 2.3064 3.2940
H 6.3685 0.9685 3.5743
H 6.0683 2.1731 4.8117
C 1.2370 1.0094 -4.9722
S 1.0255 1.3135 -3.2161
O -0.3026 0.6396 -2.8265
C 2.2969 0.2508 -2.5607
H 0.6732 1.7855 -5.4877
H 0.8634 0.0233 -5.2339
H 2.2950 1.1795 -5.1643
H 3.2336 0.4647 -3.0758
H 2.0397 -0.7943 -2.7286
H 2.4046 0.4684 -1.5000
C 1.9447 -4.7538 3.4106
S 2.7717 -3.1564 3.3373
O 4.0231 -3.3627 4.0401
C 3.0910 -3.1667 1.5682
H 0.9187 -4.6743 3.0384
H 1.8912 -4.9877 4.4710
H 2.4975 -5.4929 2.8351
H 3.9225 -3.8378 1.3373
H 3.4002 -2.1871 1.2128
H 2.1942 -3.5402 1.0713
C -1.6906 5.2450 -1.6251
S -0.7283 3.9681 -0.8330
O -0.9996 2.6685 -1.6141
C 0.8582 4.4966 -1.4258
H -1.5795 6.1701 -1.0584
H -2.7385 4.9564 -1.6927
H -1.3387 5.4199 -2.6429
H 1.0698 5.4709 -0.9796
H 0.7991 4.6335 -2.5043
H 1.6316 3.7901 -1.1395

Atomic forces in eV per Å
Hf 6.984 -2.279 5.856
N 0.820 0.264 -0.691
O -2.072 -0.183 -0.634
O 0.011 0.393 0.215
O -0.272 -0.156 0.000
C 0.007 -0.203 0.064
S 0.219 0.311 -0.525
O -1.564 0.857 -0.118
C -0.062 -0.884 0.878
H 0.039 0.024 -0.030
H 0.073 0.159 0.040
H -0.118 -0.030 -0.093
H 0.073 0.231 -0.240
H -0.060 0.119 -0.055
H 0.041 0.449 -0.275
C 0.406 0.235 0.031
S -0.426 -0.428 -0.201
O -0.836 0.672 -1.362
C 0.437 -0.386 0.663
H -0.124 -0.204 0.009
H -0.116 0.028 0.063
H -0.066 0.006 -0.171
H 0.012 -0.006 -0.128
H 0.030 0.222 -0.048
H -0.252 0.105 -0.140
C 0.065 0.350 -0.268
S -0.037 0.220 0.724
O -0.878 0.555 -1.543
C 0.687 -0.578 -0.470
H 0.001 0.003 0.042
H -0.006 -0.050 0.099
H -0.021 -0.101 0.050
H -0.029 0.181 -0.083
H -0.130 0.142 0.129
H -0.409 0.154 0.088
C 0.070 -0.242 -0.808
S -0.669 1.131 -0.087
O 0.382 -0.907 0.153
C 0.541 0.527 -0.063
H -0.007 0.079 0.369
H 0.229 -0.006 0.207
H -0.078 0.076 0.229
H -0.119 -0.094 -0.018
H -0.202 -0.196 -0.081
H -0.097 -0.148 0.154
C -0.381 0.447 0.357
S 0.484 0.617 -0.108
O -1.224 -0.269 -0.981
C -0.066 -0.252 0.068
H -0.056 -0.081 -0.073
H 0.269 -0.127 -0.025
H 0.023 -0.251 -0.170
H -0.052 0.213 -0.007
H -0.095 0.014 0.070
H -0.011 -0.097 0.028
C -0.519 0.173 -0.225
S -1.021 0.029 -0.192
O 1.218 -0.023 0.437
C 0.359 -0.438 -0.453
H 0.071 0.031 -0.085
H 0.181 -0.179 -0.014
H 0.108 -0.105 0.201
H -0.085 -0.192 0.304
H -0.328 0.170 0.116
H -0.023 0.286 -0.150
C -0.123 0.167 -0.546
S -0.179 0.020 0.352
O -1.203 -0.299 -1.382
C 0.161 0.286 -0.187
H -0.051 -0.067 0.125
H -0.003 -0.052 0.342
H 0.120 -0.091 0.038
H -0.050 -0.065 0.173
H 0.075 -0.188 -0.032
H -0.078 -0.088 0.089

Values from the calculation:
- Net charge: +3
- Gap between HOMO and LUMO: 0.0743 hartree

No. 3
Density functional theory data (ωB97M-V with the def2-TZVPD basis set) for 7 unconnected molecules or ions with the total composition C14H42O14 at a distorted geometry.

Atoms and positions in Å:
C 1.7503 0.6796 0.1401
C 0.5457 -0.1545 0.8331
O 0.1251 -1.1765 -0.1205
O 1.3168 1.5571 -0.9975
H 2.5288 -0.0544 -0.0678
H 2.1361 1.3964 0.8650
H -0.3384 0.3792 1.1818
H 0.9743 -0.6909 1.6797
H 0.8234 -1.7282 -0.4806
H 1.3797 1.0201 -1.7907
C 0.4022 3.9545 -3.4798
C -0.4112 3.3921 -4.6364
O -1.6053 4.1428 -4.8664
O -0.1764 3.5329 -2.3014
H 0.5061 5.0306 -3.6188
H 1.4268 3.5858 -3.5273
H -0.7253 2.3656 -4.4473
H 0.1511 3.3894 -5.5701
H -1.9447 4.5596 -4.0711
H 0.4657 3.0463 -1.7793
C -2.8747 -2.7595 0.9127
C -3.8423 -3.9696 1.1138
O -5.1316 -3.6799 0.5287
O -2.4233 -2.5438 -0.3964
H -1.9395 -2.9934 1.4214
H -3.1810 -1.8581 1.4434
H -4.0482 -4.1799 2.1633
H -3.4360 -4.9078 0.7358
H -5.6908 -3.5679 1.3010
H -1.5864 -2.0748 -0.4328
C 3.6355 3.4658 4.4227
C 2.2882 3.1523 3.7748
O 1.4859 2.6530 4.7432
O 4.7225 3.6237 3.5690
H 3.8096 2.7381 5.2153
H 3.5262 4.4605 4.8547
H 2.3720 2.3987 2.9918
H 1.9302 4.0965 3.3647
H 1.8585 1.8856 5.1835
H 5.5072 3.3288 4.0371
C 0.5476 -0.3343 -4.1888
C -0.8450 -0.5113 -3.5680
O -1.0340 -1.8323 -3.1459
O 1.4259 -0.3778 -3.1046
H 0.7454 0.5146 -4.8434
H 0.8047 -1.2494 -4.7222
H -1.5187 -0.4468 -4.4225
H -0.9001 0.1719 -2.7205
H -0.1806 -2.2622 -3.0536
H 2.2304 -0.7627 -3.4600
C -3.7956 1.2228 3.6937
C -2.6481 1.3399 2.6384
O -1.4683 1.9780 3.1990
O -4.3853 2.3718 3.8206
H -3.3565 0.9982 4.6657
H -4.5378 0.4738 3.4175
H -2.8888 1.7506 1.6578
H -2.4534 0.2785 2.4842
H -1.6835 2.9012 3.3504
H -4.1429 2.7243 4.6800
C 1.8178 -3.9840 -1.0448
C 2.8086 -5.1957 -0.8324
O 2.1252 -6.3174 -1.3064
O 2.2972 -2.7302 -0.9104
H 1.0234 -4.2403 -0.3439
H 1.2462 -4.0037 -1.9727
H 3.1572 -5.3457 0.1894
H 3.6732 -4.9557 -1.4513
H 2.6359 -7.0835 -1.0345
H 2.9869 -2.5886 -1.5629

Atomic forces in eV per Å
C -2.532 1.038 0.548
C 1.885 -0.918 -2.350
O -1.663 1.108 0.845
O 0.778 -1.359 1.967
H -0.053 0.197 -0.687
H 0.073 -0.078 0.102
H 0.203 0.263 -0.451
H 0.229 0.225 0.345
H 1.025 0.217 0.089
H 0.016 -0.681 -0.583
C 0.710 -0.977 -1.323
C -0.404 0.295 0.037
O -0.100 0.338 -0.659
O -0.844 0.696 1.004
H -0.400 0.389 0.345
H 0.197 -0.216 -0.257
H 0.329 -0.143 0.301
H 0.036 0.224 -0.083
H 0.278 -0.300 0.304
H 0.115 -0.344 0.441
C 1.824 -1.092 0.706
C -0.050 1.330 -0.543
O 0.285 -0.405 0.284
O -1.965 -0.520 -0.836
H 0.033 -0.529 0.898
H -0.874 0.237 -0.270
H 0.578 0.364 0.350
H 0.071 0.219 -0.562
H -0.337 0.138 -0.356
H 0.478 0.361 0.350
C -0.387 1.134 0.466
C 2.276 -0.240 -1.307
O -2.484 0.053 1.992
O 0.833 -0.661 -1.004
H 0.178 -0.168 0.043
H -0.398 -0.069 0.859
H 0.352 0.257 -0.526
H -0.606 -0.293 -0.010
H 0.166 -0.017 -0.295
H 0.064 0.038 -0.200
C -0.457 -1.141 0.402
C 1.115 -0.151 -1.691
O -0.143 -0.745 0.423
O 0.474 0.853 0.990
H -0.466 0.311 0.065
H -0.524 -0.045 -0.850
H -0.693 1.040 0.437
H -0.679 0.329 -0.218
H 0.274 0.009 0.231
H 1.235 -0.393 0.316
C 2.929 -2.938 -1.480
C 0.241 -1.390 1.369
O -0.957 -0.744 -0.425
O -2.958 5.633 1.300
H 0.473 -1.037 -0.185
H 0.207 -0.495 -0.238
H -0.477 0.287 0.240
H 0.953 0.002 -0.310
H -0.020 0.146 -0.081
H -0.378 0.467 -0.240
C -1.249 -3.077 0.423
C -0.160 2.075 -1.276
O -0.236 -0.885 -0.026
O 0.535 1.477 1.847
H -0.156 0.787 0.590
H 0.526 -0.985 -0.705
H -0.250 0.390 0.255
H 0.407 -0.229 -0.094
H -0.132 -0.165 -0.137
H 0.655 0.498 -0.914

Values from the calculation:
- Net charge: -1
- Spin multiplicity: 2
- Gap between HOMO and LUMO (spin up / spin down): 0.0771 / 0.3358 hartree

Energy above the lowest of the compared OMol25 structures with the same formula, charge and spin for every record listed, in sequence, given in kcal per mole: 663.0, 0.0, 32.0.
Molar mass for every record listed, in sequence, given in g/mol: 676.17, 787.45, 434.48.